# 1
C5H13N2 | ωB97M-V/def2-TZVPD

**Maximum force**: 6.08 eV Å⁻¹
**Net charge**: +1
**HOMO energy**: -13.2288 eV
**Energy above the lowest of the compared OMol25 structures with the same formula, charge and spin**: 3.244 eV
**Orbital gap**: 0.366 Eh

XYZ file:
```
20
C5H13N2, DFT ωB97M-V/def2-TZVPD
C -1.8953 0.9281 0.2769
C -1.2362 -0.3644 0.3151
C 0.1726 -0.3818 0.9862
C 1.1938 0.1524 0.0509
C 1.8139 1.3459 0.2234
N 1.7417 -0.9779 -0.7551
N -1.0825 -0.8562 -1.1399
H -1.0578 1.6707 -0.3510
H -2.8911 1.0100 -0.2876
H -1.9073 1.3208 1.2985
H -1.7401 -1.1179 0.8868
H 0.6394 -1.3409 1.4380
H 0.0444 0.2556 1.8382
H 1.4908 2.1404 0.9072
H 2.8622 1.6193 -0.1165
H 2.1934 -1.5547 -0.0932
H 2.4976 -0.6213 -1.3158
H -0.1889 -1.6189 -1.0554
H -0.7836 -0.0592 -1.6786
H -1.8672 -1.5501 -1.4280
```

# 2
C5H13N2 | ωB97M-V/def2-TZVPD

**Maximum force**: 4.08 eV Å⁻¹
**Net charge**: +1
**HOMO energy (alpha / beta)**: -14.4358 / -14.4366 eV
**Energy above the lowest of the compared OMol25 structures with the same formula, charge and spin**: 6.896 eV
**Orbital gap (alpha / beta)**: 0.349 / 0.349 Eh

XYZ file:
```
20
C5H13N2, DFT ωB97M-V/def2-TZVPD
C 1.1802 -1.0739 -0.5208
C 0.7905 1.2162 1.7209
C -0.8168 -0.9528 -1.9407
C -1.1376 -0.9198 0.5523
C 0.2732 1.6140 0.4187
N 0.3956 0.7159 -0.7525
N -0.2111 -0.6145 -0.5767
H 1.7518 -1.3142 -1.4445
H 1.8056 -0.9154 0.3349
H 1.7817 0.9030 1.4073
H 0.7925 2.1181 2.4310
H 0.3871 0.2790 2.1489
H -0.0496 -1.3023 -2.6650
H -1.6889 -1.5401 -1.8033
H -1.1178 0.1056 -2.3957
H -0.7243 -0.6017 1.5533
H -2.0433 -0.2465 0.4264
H -1.6660 -1.8473 0.3724
H -0.8530 2.0114 0.5079
H 0.8135 2.4120 0.0367
```

# 3
C5H13N2 | ωB97M-V/def2-TZVPD

**Maximum force**: 5.90 eV Å⁻¹
**Net charge**: +1
**HOMO energy**: -14.1237 eV
**Energy above the lowest of the compared OMol25 structures with the same formula, charge and spin**: 5.737 eV
**Orbital gap**: 0.263 Eh

XYZ file:
```
20
C5H13N2, DFT ωB97M-V/def2-TZVPD
C 1.3183 0.0384 -1.0206
C 1.8290 -1.2038 -0.1823
C 0.4849 -0.4242 0.2708
C -0.8635 -0.9736 0.0884
N -1.7865 -0.7761 1.2520
C 0.8110 0.5021 1.3632
N -1.1812 1.8994 -1.5747
H 0.8635 -0.3097 -1.9788
H 1.7404 1.0438 -0.9769
H 1.8104 -2.2063 -0.5582
H 2.6700 -0.8899 0.5026
H -0.9655 -2.0056 -0.2484
H -2.0005 -1.7402 1.3696
H -2.6085 -0.3024 0.9204
H 0.0418 1.3120 1.4289
H 0.6510 -0.0617 2.2646
H 1.8615 0.8606 1.3115
H -1.9752 1.8444 -2.2109
H -1.0436 0.8921 -1.2170
H -1.6574 2.5008 -0.8041
```

# 4
C5H13N2 | ωB97M-V/def2-TZVPD

**Maximum force**: 2.13 eV Å⁻¹
**Net charge**: +1
**HOMO energy**: -10.8697 eV
**Energy above the lowest of the compared OMol25 structures with the same formula, charge and spin**: 2.306 eV
**Orbital gap**: 0.265 Eh

XYZ file:
```
20
C5H13N2, DFT ωB97M-V/def2-TZVPD
C 1.5166 0.1862 0.5742
C 0.1365 0.8104 0.4105
C -0.7787 -0.2502 -0.1869
C -1.4198 0.0086 -1.3503
N -2.6227 -0.4788 -1.7519
C -1.0955 -1.4803 0.6417
N 2.6498 1.2444 0.6862
H 1.7171 -0.2571 -0.3951
H 1.6202 -0.4853 1.4177
H 0.0292 1.5913 -0.3373
H -0.2745 1.1841 1.3487
H -0.9119 0.6012 -2.1124
H -2.8276 -0.5973 -2.7268
H -3.1880 -0.9931 -1.0999
H -0.9040 -1.2273 1.6884
H -0.4433 -2.3334 0.4245
H -2.1038 -1.8653 0.5170
H 3.4317 0.9556 0.0958
H 3.1033 1.1894 1.5958
H 2.3654 2.1970 0.5600
```

# 5
C5H13N2 | ωB97M-V/def2-TZVPD

**Maximum force**: 8.21 eV Å⁻¹
**Net charge**: +1
**HOMO energy**: -13.9025 eV
**Energy above the lowest of the compared OMol25 structures with the same formula, charge and spin**: 7.839 eV
**Orbital gap**: 0.223 Eh

XYZ file:
```
20
C5H13N2, DFT ωB97M-V/def2-TZVPD
C 0.9672 1.5034 0.8174
C 1.0699 0.1696 1.3526
C 0.9418 -0.8828 0.2663
C -0.0551 -0.6327 -0.8742
C -1.5460 -0.1061 -0.4075
N -1.6294 1.0695 0.4259
N 0.0726 -1.6476 -1.7272
H 1.5804 1.6295 -0.0705
H -0.6651 1.6506 0.5987
H 1.3331 2.3239 1.4161
H 0.3542 0.0056 2.1632
H -2.2706 1.7717 0.0166
H 1.9489 -0.9227 -0.1260
H 0.7943 -1.8756 0.6986
H -1.9719 0.2056 -1.3681
H 2.0339 0.0082 1.8063
H -2.2322 -0.8950 -0.1116
H -0.4701 -1.6068 -2.5953
H -0.5761 -2.0736 -0.9306
H 0.3201 0.3053 -1.3507
```

# 6
C5H13N2 | ωB97M-V/def2-TZVPD

**Maximum force**: 6.15 eV Å⁻¹
**Net charge**: +2
**HOMO energy (alpha / beta)**: -17.8534 / -17.7832 eV
**<S²>**: 0.76
**Energy above the lowest of the compared OMol25 structures with the same formula, charge and spin**: 7.249 eV
**Orbital gap (alpha / beta)**: 0.281 / 0.136 Eh
**Multiplicity**: 2

XYZ file:
```
20
C5H13N2, DFT ωB97M-V/def2-TZVPD
C -2.1357 -0.6128 -0.6115
C -2.1481 -0.6002 0.9197
C -0.6894 -0.3885 0.3529
C -0.0142 0.9581 0.5352
N 1.1084 0.9440 1.4927
C 0.0820 -1.6706 0.3653
N 2.6945 1.2453 -1.7891
H -2.1676 0.3337 -1.1971
H -2.1746 -1.4619 -1.2963
H -2.6187 0.2481 1.3844
H -2.5046 -1.5800 1.2604
H -0.5679 1.8808 0.4765
H 0.8404 1.6720 2.1893
H 1.9131 1.2557 0.9493
H 0.2870 -1.9894 -0.6360
H 0.8848 -1.2735 1.0177
H -0.4932 -2.5232 0.7119
H 2.3736 0.2527 -1.7522
H 1.8914 1.8990 -1.9832
H 3.4387 1.4106 -2.3898
```

# 7
C5H13N2 | ωB97M-V/def2-TZVPD

**Maximum force**: 4.64 eV Å⁻¹
**Net charge**: +2
**HOMO energy (alpha / beta)**: -20.3095 / -20.3229 eV
**<S²>**: 0.75
**Energy above the lowest of the compared OMol25 structures with the same formula, charge and spin**: 2.868 eV
**Orbital gap (alpha / beta)**: 0.416 / 0.276 Eh
**Multiplicity**: 2

XYZ file:
```
20
C5H13N2, DFT ωB97M-V/def2-TZVPD
C -1.3157 -0.1133 2.1868
C -0.3201 -0.4208 1.0818
C -0.7277 0.2582 -0.3002
C 0.2343 0.2263 -1.4968
C -0.0115 0.8941 -2.6853
N 1.4811 -0.6118 -1.3551
N 1.1129 -0.0139 1.3135
H -1.4228 0.9806 2.2025
H -1.0291 -0.4321 3.1748
H -2.3733 -0.4750 1.8940
H -0.5075 -1.4853 0.8776
H -1.6054 -0.3627 -0.5921
H -0.9606 1.3228 -0.1492
H -0.9525 1.4970 -2.6662
H 0.5313 0.5948 -3.6037
H 1.2740 -1.5796 -1.5992
H 2.0631 -0.2969 -2.1433
H 1.2804 0.9604 1.5571
H 1.6784 -0.6366 1.8723
H 1.5707 -0.3062 0.4306
```

# 8
C5H13N2O | ωB97M-V/def2-TZVPD

**Maximum force**: 1.89 eV Å⁻¹
**Net charge**: -1
**HOMO energy**: -2.5131 eV
**Energy above the lowest of the compared OMol25 structures with the same formula, charge and spin**: 1.047 eV
**Orbital gap**: 0.238 Eh

XYZ file:
```
21
C5H13N2O, DFT ωB97M-V/def2-TZVPD
C 1.5806 -0.6350 -0.1026
N 2.1993 0.2395 0.8610
C 1.5793 0.3314 2.1801
C 0.2315 -0.1820 -0.7817
C -0.2294 -1.3773 -1.6211
N -0.7566 0.2240 0.1935
C -1.8665 1.1078 -0.4089
O -3.0199 0.4674 -0.4869
H 1.4655 -1.6728 0.2272
H 2.2548 -0.6783 -0.9537
H 2.3073 1.1605 0.4646
H 1.7998 -0.5929 2.7159
H 0.5249 0.5677 2.1343
H 2.0396 1.1548 2.7399
H 0.5693 0.6208 -1.4472
H -0.5104 -2.1887 -0.9456
H 0.5551 -1.7207 -2.3049
H -1.1225 -1.0950 -2.1721
H -1.3180 -0.5974 0.4059
H -1.4546 1.4224 -1.3950
H -1.8549 2.0269 0.2323
```

# 9
C5H13N2O | ωB97M-V/def2-TZVPD

**Maximum force**: 1.92 eV Å⁻¹
**Net charge**: -1
**HOMO energy**: -3.1733 eV
**Energy above the lowest of the compared OMol25 structures with the same formula, charge and spin**: 0.932 eV
**Orbital gap**: 0.265 Eh

XYZ file:
```
21
C5H13N2O, DFT ωB97M-V/def2-TZVPD
C 0.0996 1.2613 0.7253
O 0.1703 -0.0397 1.2414
C -0.5768 2.1685 1.7349
N -0.6643 3.5487 1.2561
H 1.1077 1.7082 0.5369
H -0.4767 1.3676 -0.2231
H -1.5706 1.7370 1.9323
H 0.0163 2.1118 2.6721
H -1.1788 4.2221 1.8927
H 0.3362 3.8874 1.1450
C -0.9359 -2.1802 -0.5981
C 0.4503 -1.8913 -1.3187
C 0.6709 -2.2163 -2.6475
N 1.4060 -1.4837 -0.4157
H -1.4226 -1.3963 -0.0105
H -0.7000 -3.0221 0.0840
H -1.6217 -2.6217 -1.3426
H 1.6811 -2.1984 -3.1420
H -0.1361 -2.6731 -3.1913
H 0.9754 -0.8391 0.4313
H 2.3698 -1.4507 -0.7626
```

# 10
C5H13N2O | ωB97M-V/def2-TZVPD

**Maximum force**: 1.39 eV Å⁻¹
**Net charge**: -2
**HOMO energy (alpha / beta)**: 3.9908 / -0.1484 eV
**<S²>**: 0.75
**Energy above the lowest of the compared OMol25 structures with the same formula, charge and spin**: 0.199 eV
**Orbital gap (alpha / beta)**: 0.106 / 0.256 Eh
**Multiplicity**: 2

XYZ file:
```
21
C5H13N2O, DFT ωB97M-V/def2-TZVPD
C -0.1146 -2.5084 0.3160
O -1.0477 -3.4450 0.5570
C -0.6682 -1.0324 0.1736
C 0.3255 -0.2008 -0.6513
C 0.0484 1.3052 -0.6304
C 0.4508 2.0321 0.6282
N 1.8794 2.3469 0.7296
N -1.9644 -1.0805 -0.5008
H 0.4114 -2.6814 -0.6733
H 0.7052 -2.3767 1.0696
H -0.7716 -0.6468 1.1966
H 0.1350 -0.5765 -1.6525
H 1.3086 -0.4822 -0.2835
H -1.0244 1.3890 -0.8764
H 0.4083 1.7802 -1.5425
H -0.0815 2.9788 0.8002
H 0.1618 1.4258 1.4852
H 2.0319 3.3190 0.4525
H 2.4421 1.7239 0.1664
H -1.9577 -1.9970 -0.9585
H -2.6783 -1.2732 0.1940
```

# 11
C5H13N2O | ωB97M-V/def2-TZVPD

**Maximum force**: 1.73 eV Å⁻¹
**Net charge**: +1
**HOMO energy**: -14.2366 eV
**Energy above the lowest of the compared OMol25 structures with the same formula, charge and spin**: 1.088 eV
**Orbital gap**: 0.415 Eh

XYZ file:
```
21
C5H13N2O, DFT ωB97M-V/def2-TZVPD
C -1.8454 -1.5136 0.6398
O -1.8931 -0.0398 0.5427
C -0.4035 -1.9848 0.3568
C 0.6865 -0.9485 0.7114
C 1.3792 -0.4736 -0.5786
N -0.2750 2.0752 -0.5959
C 1.0284 2.0379 -0.5416
N 1.7487 0.9702 -0.5307
H -2.6092 -1.7373 -0.0911
H -2.0713 -1.8702 1.6298
H -2.7768 0.1947 0.7943
H -0.3003 -2.3060 -0.6761
H -0.2112 -2.9412 0.8070
H 0.2631 -0.0474 1.1675
H 1.3535 -1.3808 1.4392
H 0.6920 -0.5298 -1.4278
H 2.2879 -0.9945 -0.8250
H -0.7081 2.8571 -1.0697
H -0.8585 1.2353 -0.4446
H 1.4959 3.0133 -0.5108
H 2.7229 1.1202 -0.3772
```

# 12
C5H13N2O | ωB97M-V/def2-TZVPD

**Maximum force**: 3.88 eV Å⁻¹
**Net charge**: +1
**HOMO energy**: -14.0632 eV
**Energy above the lowest of the compared OMol25 structures with the same formula, charge and spin**: 1.354 eV
**Orbital gap**: 0.398 Eh

XYZ file:
```
21
C5H13N2O, DFT ωB97M-V/def2-TZVPD
O -3.3050 -0.7038 -0.5624
C -2.7141 0.2786 -0.2254
C -1.1982 0.3346 -0.3145
C -0.5362 0.0360 1.0679
C 0.9062 0.5857 1.2603
C 1.8742 0.5538 0.0791
N 2.1005 -0.7902 -0.4569
N -0.8316 -0.7372 -1.2515
H -3.2535 1.1508 0.1485
H -0.8139 1.3012 -0.6933
H -0.4834 -1.0428 1.1604
H -1.1829 0.4714 1.8165
H 0.7818 1.6539 1.5134
H 1.3361 0.0430 2.1012
H 2.8249 0.9564 0.3745
H 1.5591 1.1049 -0.7975
H 2.7302 -0.7139 -1.1721
H 2.4993 -1.4709 0.2405
H -1.1167 -0.4980 -2.1687
H 0.2078 -0.9594 -1.1405
H -1.3845 -1.5541 -0.9794
```

# 13
C5H13N2O | ωB97M-V/def2-TZVPD

**Maximum force**: 2.30 eV Å⁻¹
**Net charge**: +1
**HOMO energy**: -14.4328 eV
**Energy above the lowest of the compared OMol25 structures with the same formula, charge and spin**: 0.123 eV
**Orbital gap**: 0.424 Eh

XYZ file:
```
21
C5H13N2O, DFT ωB97M-V/def2-TZVPD
C 1.1637 -2.1183 0.4570
C 1.1680 -0.5822 0.6676
C 0.9650 0.3231 -0.5665
C -0.3950 0.3728 -1.1978
C -1.4209 1.2263 -0.4869
N -2.4410 1.7349 -1.2037
O -1.2501 1.5069 0.6982
N 0.2597 -0.1655 1.7817
H 1.9923 -2.3343 -0.2158
H 0.2014 -2.3468 -0.0196
H 1.2395 -2.7358 1.3467
H 2.2000 -0.3919 0.9624
H 1.3499 1.3176 -0.2487
H 1.7379 0.0585 -1.3078
H -0.2797 0.9220 -2.1682
H -0.7448 -0.6194 -1.4858
H -3.1530 2.3688 -0.8874
H -2.5443 1.4213 -2.1558
H 0.7403 -0.0068 2.6649
H -0.1833 0.7603 1.5521
H -0.6056 -0.7115 1.8137
```